No. 1
Entry from the Open Molecules 2025 dataset: a molecular structure, C7H19N4O5Zn at a distorted geometry (wB97M-V/def2-TZVPD).

```
36
Properties=species:S:1:pos:R:3:nbo_charge:R:1
Zn 18.613 -7.823 14.829 1.712
C 20.795 -8.395 17.819 -0.643
C 20.581 -9.468 16.725 0.115
C 21.113 -10.792 17.300 -0.636
O 19.315 -9.407 16.048 -1.000
H 21.821 -8.400 18.187 0.179
H 20.140 -8.753 18.613 0.178
H 20.577 -7.371 17.514 0.188
H 21.349 -9.229 15.989 0.111
H 20.594 -11.111 18.204 0.179
H 22.184 -10.795 17.503 0.181
H 21.197 -11.530 16.503 0.212
O 19.459 -8.524 13.050 -1.014
C 18.209 -8.606 12.331 -0.095
C 16.863 -8.921 13.049 -0.080
O 16.723 -8.196 14.250 -1.048
H 18.205 -9.289 11.481 0.107
H 18.107 -7.602 11.920 0.098
H 16.796 -9.979 13.304 0.118
H 16.010 -8.727 12.397 0.109
C 17.507 -5.969 17.516 0.754
O 17.844 -6.742 16.570 -0.714
N 16.594 -5.016 17.451 -0.840
N 18.131 -6.062 18.611 -0.800
H 16.271 -4.613 18.319 0.379
H 16.042 -5.025 16.605 0.422
H 18.957 -6.643 18.621 0.441
H 17.851 -5.495 19.398 0.367
C 20.151 -4.974 14.532 0.763
O 19.895 -6.122 14.777 -0.687
N 21.088 -4.494 13.824 -0.801
N 19.534 -3.978 15.056 -0.823
H 21.110 -3.486 13.759 0.369
H 21.506 -5.111 13.141 0.418
H 18.687 -4.275 15.519 0.411
H 19.645 -3.052 14.670 0.367
```

## Properties
Kohn-Sham gap	5.09	eV
largest force on an atom	6.75	eV/Å
charge	-1


No. 2
Entry from the Open Molecules 2025 dataset: 2 unconnected molecules or ions with the total composition C7H19NO3PS at a distorted geometry (wB97M-V/def2-TZVPD).

```
32
Properties=species:S:1:pos:R:3:nbo_charge:R:1
C -2.900 1.456 -2.438 -0.627
C 2.125 1.381 0.061 -0.477
C 2.298 -0.851 -1.049 -0.445
C 0.402 -0.127 3.397 -0.280
C -0.676 -3.276 1.186 -0.284
C -1.551 2.098 -2.173 -0.513
C -0.468 0.241 -0.474 -0.571
N 1.619 0.432 -0.904 -0.447
O -1.841 -0.459 1.851 -1.035
O 0.696 -0.369 2.028 -0.820
O -0.323 -2.142 0.339 -0.804
P -0.614 -0.689 1.071 2.333
S -1.126 1.821 -0.413 0.473
H -2.998 1.573 -3.556 0.245
H -2.876 0.509 -1.918 0.221
H -3.659 2.075 -2.179 0.236
H 2.392 0.798 0.984 0.242
H 3.041 2.098 -0.103 0.245
H 1.372 2.093 0.440 0.226
H 3.454 -0.603 -1.156 0.222
H 2.210 -1.466 -0.071 0.250
H 2.108 -1.273 -2.027 0.236
H -0.694 0.081 3.584 0.230
H 0.967 0.784 3.635 0.202
H 0.564 -1.036 4.014 0.203
H 0.332 -3.590 1.651 0.203
H -0.992 -4.034 0.501 0.214
H -1.524 -2.982 1.935 0.225
H -1.375 3.209 -2.372 0.265
H -0.650 1.616 -2.697 0.204
H -0.704 -0.184 -1.386 0.237
H 1.391 0.817 -1.763 0.389
```

## Properties
Kohn-Sham gap (alpha / beta)	8.75 / 8.75	eV
largest force on an atom	3.93	eV/Å
charge	+1


No. 3
Entry from the Open Molecules 2025 dataset: a molecular structure, C7H20B2N2O5PPd at a distorted geometry (wB97M-V/def2-TZVPD).

```
38
Properties=species:S:1:pos:R:3:nbo_charge:R:1
C -1.052 4.911 -0.695 -0.615
C -1.101 3.393 -0.800 -0.213
N -0.965 2.773 0.531 -0.793
B -0.400 1.440 0.602 0.769
O -1.088 0.346 -0.160 -0.721
C -0.269 -0.731 0.296 -0.278
P -0.824 -2.193 -0.620 1.185
C 0.011 -3.680 -0.024 -0.974
C -2.593 -2.368 -0.142 -0.961
C 1.215 -0.199 0.285 -0.106
C 2.106 -0.652 1.463 -0.118
O 1.630 -1.828 2.099 -0.297
O 0.773 -1.514 3.216 -0.421
B 1.868 -0.363 -1.196 1.040
N 2.905 -1.293 -1.444 -1.052
O 1.273 0.407 -2.215 -0.848
O 1.020 1.206 0.392 -0.593
H -1.164 5.378 -1.674 0.226
H -1.834 5.264 -0.020 0.218
H -0.090 5.226 -0.278 0.207
H -0.315 3.018 -1.471 0.189
H -2.078 3.116 -1.211 0.188
H -0.456 3.397 1.148 0.389
H -0.590 0.988 1.815 0.024
H -0.493 -0.976 1.358 0.264
H 0.748 -4.057 -0.736 0.275
H 0.503 -3.440 0.923 0.312
H -0.744 -4.451 0.134 0.274
H -3.252 -2.399 -1.012 0.263
H -2.735 -3.271 0.456 0.269
H -2.860 -1.495 0.459 0.284
H 2.208 0.176 2.170 0.226
H 3.107 -0.899 1.103 0.225
H 0.463 -0.608 3.053 0.455
H 3.024 -1.515 -2.425 0.409
H 2.946 -2.144 -0.901 0.398
H 0.422 -0.098 -2.223 0.404
Pd -1.320 -0.869 -2.254 0.496
```

## Properties
Kohn-Sham gap	3.87	eV
largest force on an atom	1.70	eV/Å
charge	+1


No. 4
Entry from the Open Molecules 2025 dataset: 2 unconnected molecules or ions with the total composition C7H20B3N2O4 at a distorted geometry (wB97M-V/def2-TZVPD).

```
36
Properties=species:S:1:pos:R:3:nbo_charge:R:1
C -1.260 -0.595 -0.237 -0.687
C -1.386 -0.664 -1.751 -0.413
C -0.152 -0.197 -2.494 -0.198
N 0.704 -1.328 -2.974 -0.934
B 1.772 -1.638 -2.052 1.274
O 1.898 -2.886 -1.472 -0.878
B 2.633 -2.864 -0.326 1.006
O 2.572 -1.739 0.444 -0.894
B 2.765 -0.578 -0.266 1.133
C 2.955 0.810 0.425 -0.581
N 2.204 0.932 1.661 -0.635
C 0.758 0.907 1.376 -0.425
O 2.702 -0.697 -1.642 -0.914
H -2.003 -1.231 0.223 0.184
H -1.425 0.414 0.139 0.319
H -0.276 -0.910 0.093 0.139
H -1.598 -1.680 -2.055 0.184
H -2.230 -0.063 -2.060 0.202
H 0.415 0.502 -1.886 0.171
H -0.461 0.353 -3.369 0.181
H 1.154 -0.987 -3.816 0.372
H 3.337 -3.777 -0.033 -0.124
H 4.006 1.045 0.566 0.211
H 2.581 1.550 -0.269 0.219
H 2.444 0.209 2.317 0.349
H 0.293 0.076 1.890 0.191
H 0.584 0.749 0.321 0.194
H 0.220 1.783 1.690 0.217
C -3.068 1.888 2.638 -0.634
C -3.222 1.242 1.240 -0.010
O -2.206 1.491 0.400 -0.901
H -2.996 2.975 2.541 0.183
H -3.923 1.658 3.294 0.165
H -2.160 1.522 3.125 0.181
H -4.233 1.587 0.870 0.081
H -3.400 0.142 1.449 0.072
```

## Properties
Kohn-Sham gap	5.19	eV
largest force on an atom	3.30	eV/Å
charge	-1